{"formula": "C12H7N2O5Pd", "method": "wB97M-V/def2-TZVPD", "spin_multiplicity": 3, "s2": 2.02, "largest_force_ev_per_a": 10.11, "homo_ev": [-11.623, -12.452], "total_charge": 1, "homo_lumo_gap_ev": [8.09, 7.04], "molar_mass_da": 365.617, "e_lumo_ev": [-3.533, -5.413], "energy_ev": -29245.5785, "elements": ["O", "C", "Pd", "C", "O", "C", "O", "C", "O", "C", "O", "H", "N", "C", "N", "C", "C", "C", "C", "C", "C", "H", "H", "H", "H", "H", "H"], "positions_angstrom": [[-1.0252, 1.5904, -3.1257], [-1.4786, 1.1031, -2.1644], [-2.3208, 0.4698, -0.7525], [-2.5739, 1.4955, 0.8981], [-2.6543, 2.0744, 1.8930], [0.2666, -1.7710, -3.1623], [-0.9599, -1.8987, -2.9599], [0.9495, -0.6931, -2.5910], [1.4141, 0.2919, -2.1721], [-4.1752, 0.7586, -1.4452], [-5.2581, 0.9572, -1.7527], [0.8930, -2.4021, -3.6934], [0.4755, -2.0270, 1.3108], [-0.6476, -1.7613, 0.5949], [-0.6728, -0.4754, 0.2927], [0.4504, 0.1551, 0.8273], [0.8212, 1.4920, 0.8674], [1.9490, 1.8110, 1.6266], [2.7066, 0.8143, 2.2744], [2.3487, -0.5377, 2.1951], [1.1977, -0.8358, 1.4786], [0.7373, -2.9263, 1.6794], [-1.4070, -2.5124, 0.3472], [0.2186, 2.2087, 0.3028], [2.2498, 2.8514, 1.7195], [3.5823, 1.1165, 2.8513], [2.9132, -1.3490, 2.6601]], "forces_ev_per_a": [[-1.703, -1.595, 3.563], [4.370, 3.236, -8.523], [-1.705, -1.656, 3.157], [-0.957, 2.450, 5.313], [0.357, -1.650, -3.188], [-0.998, 1.435, 1.212], [0.116, 0.011, 0.089], [0.600, 1.777, 0.729], [-0.549, -1.736, -0.676], [-3.435, -0.087, -0.879], [2.741, -0.254, 0.644], [1.059, -1.577, -1.273], [0.007, 0.229, -0.163], [1.006, 0.528, 0.445], [-0.724, -0.302, -0.647], [-0.104, -1.085, 0.353], [0.149, 0.127, 0.036], [-0.392, -0.100, -0.354], [-0.177, -0.506, -0.070], [0.307, 0.243, 0.109], [-0.515, -0.070, -0.034], [-0.038, -0.034, -0.011], [0.489, 0.474, 0.038], [0.405, 0.062, 0.373], [-0.009, -0.213, -0.054], [-0.266, -0.182, -0.204], [-0.034, 0.477, 0.014]]}


{"formula": "C12H7O3", "method": "wB97M-V/def2-TZVPD", "largest_force_ev_per_a": 3.39, "homo_ev": [-3.239, -3.241], "total_charge": -1, "homo_lumo_gap_ev": [6.30, 6.30], "molar_mass_da": 199.185, "e_lumo_ev": [3.060, 3.061], "smiles": "[O-]C1=C(OC2=C=CCc3ccccc32)O1", "energy_ev": -18694.7106, "elements": ["O", "C", "C", "O", "C", "C", "C", "C", "C", "C", "C", "C", "C", "C", "O", "H", "H", "H", "H", "H", "H", "H"], "positions_angstrom": [[2.3987, 2.2009, -1.6142], [2.9086, 1.4710, -0.8143], [3.0665, 0.9312, 0.4760], [2.4902, -0.2706, 0.9167], [1.2404, -0.6699, 0.9613], [0.6972, -1.6751, 1.7730], [-0.3676, -2.4080, 1.5308], [-1.0381, -2.1822, 0.2044], [-0.9844, -0.6923, -0.0533], [-2.0245, -0.1136, -0.7380], [-2.0929, 1.2258, -0.9505], [-0.9954, 1.9501, -0.4959], [0.0884, 1.4376, 0.1837], [0.1135, 0.0560, 0.3674], [4.0894, 0.8322, -0.6777], [-0.9393, -3.0008, 2.2220], [-2.1537, -2.3104, 0.4004], [-0.6669, -2.7358, -0.6373], [-2.8179, -0.7689, -1.0627], [-2.9912, 1.6726, -1.3363], [-1.0000, 3.0710, -0.6954], [0.9791, 1.9794, 0.0399]], "forces_ev_per_a": [[-0.072, 0.076, -0.750], [0.833, -0.421, 0.467], [-0.604, 1.252, 1.549], [0.264, -1.629, -0.523], [-1.541, -0.563, 1.206], [2.289, 0.419, 0.305], [-0.014, -0.314, -1.034], [-1.894, 0.675, 1.302], [0.773, -0.538, -0.399], [-0.572, -1.102, -0.028], [0.733, 0.717, 0.860], [-1.026, 3.199, -0.444], [-0.758, -1.249, -2.036], [-0.034, 1.348, 0.012], [-0.245, -0.314, -0.891], [0.049, -0.006, 0.683], [1.232, -0.689, -0.668], [-0.033, -0.468, -0.505], [-0.265, -0.081, -0.096], [0.037, 0.295, -0.404], [0.101, -1.487, 0.205], [0.746, 0.880, 1.187]]}


{"formula": "C12H8Br2ClMgN2O4", "method": "wB97M-V/def2-TZVPD", "largest_force_ev_per_a": 5.88, "homo_ev": -11.535, "total_charge": 1, "homo_lumo_gap_ev": 2.80, "molar_mass_da": 463.772, "e_lumo_ev": -8.736, "energy_ev": -181787.8427, "elements": ["Mg", "O", "C", "O", "C", "C", "Cl", "N", "N", "C", "C", "O", "O", "C", "C", "C", "C", "C", "C", "H", "H", "H", "H", "H", "H", "Br", "C", "Br", "H", "H"], "positions_angstrom": [[-1.5422, -0.7326, 0.1298], [0.6035, 4.7215, 0.0388], [1.5186, 3.7846, -0.0664], [2.7107, 4.1031, -0.2077], [1.3033, 2.3546, -0.0702], [2.1968, 1.2506, -0.0161], [3.9241, 1.4752, 0.1690], [1.5757, 0.0183, -0.0745], [0.1904, 0.3012, -0.0194], [0.0001, 1.6177, -0.0357], [-1.4021, 2.1098, -0.0412], [-1.5703, 3.3510, 0.1322], [-2.3073, 1.1242, -0.1494], [2.0162, -1.3280, 0.0374], [1.1040, -2.3932, -0.0290], [1.4763, -3.7239, 0.0582], [2.7874, -4.0934, 0.0925], [3.7476, -3.0825, 0.1900], [3.3991, -1.7423, 0.0042], [-0.3053, 4.3761, -0.2795], [0.0704, -2.1349, -0.1748], [0.6573, -4.3906, -0.2180], [3.0671, -5.1916, 0.0717], [4.8641, -3.3280, 0.1787], [4.0852, -0.9463, -0.0041], [-7.7583, 2.9543, -0.2648], [-7.8177, 1.0610, -0.0054], [-2.7771, -2.7103, 0.4041], [-8.7989, 0.8305, 0.1716], [-7.0189, 0.3641, -0.0221]], "forces_ev_per_a": [[-0.905, 0.794, -0.146], [-1.540, -0.821, -0.952], [4.363, 1.779, -0.820], [-1.948, -0.242, 0.544], [-3.644, -4.586, 0.531], [1.233, 1.127, -0.121], [-1.444, -0.525, -0.282], [-1.745, 2.745, 0.757], [1.698, -0.199, -0.395], [3.277, 0.319, -0.376], [-2.037, 0.663, 0.610], [-0.631, -3.341, -0.958], [1.874, 2.013, 0.472], [1.593, -2.498, -0.783], [0.263, 1.754, 0.562], [-1.560, 0.305, -1.527], [1.229, -1.374, 0.770], [1.602, 0.126, -1.279], [-2.280, 0.377, 1.305], [1.147, 0.251, 1.304], [-0.168, -0.595, -0.034], [0.405, -0.324, 0.635], [-0.263, 1.608, 0.090], [-1.808, 0.301, 0.168], [1.177, 0.309, -0.069], [0.520, -3.892, 0.438], [0.810, 5.316, -0.784], [0.009, 0.043, -0.013], [-2.359, -1.161, 0.490], [1.133, -0.273, -0.137]]}


{"formula": "C12H8ClNiO16P", "method": "wB97M-V/def2-TZVPD", "spin_multiplicity": 4, "s2": 3.78, "largest_force_ev_per_a": 7.35, "homo_ev": [-6.126, -5.551], "total_charge": -1, "homo_lumo_gap_ev": [5.98, 5.41], "molar_mass_da": 533.300, "e_lumo_ev": [-0.146, -0.141], "energy_ev": -108180.1286, "elements": ["Ni", "Cl", "O", "O", "O", "O", "P", "O", "O", "O", "O", "C", "C", "C", "O", "C", "C", "C", "O", "O", "O", "H", "H", "H", "H", "C", "C", "C", "O", "C", "C", "C", "O", "O", "O", "H", "H", "H", "H"], "positions_angstrom": [[1.0084, 1.9084, -1.3613], [-0.3369, 4.3487, -2.0530], [0.2151, 3.9125, -0.7936], [0.2276, 5.5309, -2.5899], [0.0388, 3.2876, -2.9371], [-1.7863, 4.3653, -1.7857], [3.4107, 0.8853, -1.5164], [4.0774, 0.8530, -2.8882], [2.8467, 2.2971, -1.8588], [4.4422, 1.5277, -0.5683], [2.0159, 0.3432, -1.2270], [-2.8369, -2.1821, -0.5683], [-2.1431, -1.0301, -0.5316], [-1.2374, -0.5255, -1.5933], [-0.5774, 0.4822, -1.5932], [-1.2203, -1.4663, -2.7121], [-1.7817, -2.6529, -2.7676], [-2.6779, -3.1129, -1.6629], [-3.2235, -4.2118, -1.5946], [-1.5828, -3.4017, -3.8571], [-2.2613, -0.2582, 0.5452], [-3.5478, -2.5152, 0.1733], [-0.5825, -1.1907, -3.5389], [-2.2028, -4.1346, -3.8515], [-2.9670, -0.5629, 1.1203], [0.7629, 1.2505, 3.1300], [0.8552, 0.4677, 4.2339], [0.8695, -1.0629, 4.2712], [0.9601, -1.7738, 5.2620], [0.9268, -1.5608, 2.9127], [0.9070, -0.8522, 1.7601], [0.7256, 0.6354, 1.7919], [0.5622, 1.3251, 0.7570], [1.1385, -1.4293, 0.5592], [0.9658, 1.1165, 5.3931], [0.6588, 2.3216, 3.2214], [1.1171, -2.6086, 2.7327], [1.4514, -0.8270, -0.1198], [0.7822, 0.5007, 6.1064]], "forces_ev_per_a": [[-0.614, 1.979, -0.216], [-2.366, -0.729, 0.750], [1.569, 0.009, 1.681], [-0.539, 0.919, 0.664], [-0.098, -1.989, -1.632], [1.576, 0.859, -1.428], [4.494, 5.347, -2.275], [-0.326, -3.327, -0.176], [-2.328, 4.053, -0.204], [-0.851, -2.943, 1.601], [-0.064, -4.752, 1.235], [0.409, 0.163, -1.110], [-1.168, -0.047, 2.171], [-0.034, -1.537, -1.118], [-0.988, 0.161, 0.362], [1.549, 1.450, -0.629], [-0.772, -0.614, -0.178], [-0.453, -0.922, 0.765], [0.614, 0.593, -1.084], [-0.144, -0.266, 0.018], [0.514, 1.274, 0.148], [0.150, 0.230, 0.338], [0.075, 0.179, -0.099], [-0.169, -0.446, 0.145], [-0.060, -0.180, 0.094], [-0.213, -1.454, -0.380], [-0.134, 0.958, 0.166], [0.523, 0.241, -1.427], [-0.341, 1.365, -0.269], [-0.062, -1.234, -1.223], [0.705, 0.077, -0.971], [-0.318, 2.282, -1.301], [0.370, -1.604, 2.741], [-1.076, -1.079, 2.620], [-0.227, 0.000, 0.594], [0.162, -0.007, -0.045], [-0.050, -0.288, 0.449], [0.519, 1.626, -1.179], [0.167, -0.348, 0.404]]}


{"formula": "C12H8F3N2O6", "method": "wB97M-V/def2-TZVPD", "largest_force_ev_per_a": 3.93, "homo_ev": -2.988, "total_charge": -1, "homo_lumo_gap_ev": 5.54, "molar_mass_da": 333.198, "e_lumo_ev": 2.548, "energy_ev": -35983.5709, "elements": ["O", "N", "O", "C", "C", "C", "C", "C", "C", "C", "O", "C", "C", "C", "O", "N", "C", "F", "F", "F", "C", "O", "H", "H", "H", "H", "H", "H", "H", "O", "H"], "positions_angstrom": [[-0.2481, 4.5979, 1.4477], [0.4038, 3.7332, 1.0220], [0.0064, 3.4229, -0.3080], [-0.2945, 2.0879, -0.4247], [-1.4932, 1.6626, -0.9427], [-1.8186, 0.3273, -1.0855], [-0.9619, -0.6825, -0.6697], [-1.3335, -2.1454, -0.7904], [-2.6963, -2.3313, 0.0194], [-2.7407, -1.5082, 1.4261], [-2.6176, -3.0679, 1.1758], [0.2476, -0.2746, -0.1519], [0.5996, 1.0791, -0.0095], [1.9982, 1.1558, 0.6031], [2.6281, 2.0623, 1.0667], [2.4016, -0.2043, 0.5532], [3.7764, -0.5638, 0.5929], [4.5052, 0.3024, -0.1356], [4.2436, -0.4266, 1.8602], [4.0315, -1.7671, 0.1077], [1.3929, -1.1470, 0.3726], [1.3744, -2.3296, 0.6035], [-2.2574, 2.3703, -1.2646], [-2.7638, 0.0051, -1.5251], [-1.5881, -2.4529, -1.8127], [-0.6442, -2.8249, -0.2878], [-3.6332, -2.3747, -0.5592], [-3.1676, -1.7720, 2.4058], [-3.7587, -1.1020, 1.0661], [1.8373, 1.9615, -2.4665], [2.5708, 2.2066, -1.8888]], "forces_ev_per_a": [[0.348, 0.308, -0.279], [-0.365, -0.247, 0.834], [-0.985, 0.185, -0.560], [1.756, -1.192, 0.724], [-1.219, 0.671, -0.446], [0.116, -0.859, -0.091], [0.483, -0.386, -0.562], [-2.324, 0.239, 1.112], [3.646, -0.395, 1.400], [-1.766, -0.021, -0.839], [-2.068, -0.026, -2.297], [0.821, 0.192, 0.877], [-0.061, 0.043, -0.165], [-1.421, 0.500, -1.114], [-0.034, -0.775, -0.288], [2.047, -1.434, 0.359], [0.498, 1.711, 0.356], [-0.252, -0.187, 0.028], [0.086, -0.786, -0.235], [-0.277, -0.173, 0.505], [-2.270, 1.220, -0.929], [0.769, 0.397, -0.065], [0.465, 0.157, 0.061], [0.071, 0.453, 0.042], [0.489, 0.105, 0.052], [0.143, 0.256, -0.380], [0.211, 0.121, 0.429], [1.367, 1.084, 0.598], [-0.258, -0.979, 0.493], [-0.117, -0.333, 0.554], [0.102, 0.150, -0.174]]}


{"formula": "C12H8F6MoN3O10SSbSe2", "method": "wB97M-V/def2-TZVPD", "spin_multiplicity": 2, "s2": 0.76, "largest_force_ev_per_a": 0.82, "homo_ev": [-13.336, -13.349], "total_charge": 1, "homo_lumo_gap_ev": [7.08, 6.62], "molar_mass_da": 875.882, "e_lumo_ev": [-6.259, -6.729], "energy_ev": -203734.8295, "elements": ["Mo", "F", "Sb", "F", "F", "F", "F", "F", "O", "C", "N", "C", "O", "C", "C", "C", "C", "C", "C", "H", "H", "H", "H", "O", "Se", "O", "O", "O", "S", "C", "N", "C", "C", "C", "N", "H", "H", "H", "H", "O", "Se", "O", "O", "O"], "positions_angstrom": [[0.0193, 0.1181, -0.5641], [1.8298, -0.2178, -0.5222], [3.3766, 1.1667, 2.7742], [3.9331, -0.1853, 1.4924], [4.0379, 0.0220, 4.0868], [4.9498, 2.1033, 2.4942], [2.4328, 1.9719, 1.3682], [2.6277, 2.3171, 4.0238], [-2.9066, 1.3618, -0.3620], [-2.9739, 0.2274, -0.7129], [-1.8194, -0.6623, -0.7054], [-2.1970, -1.8930, -1.1669], [-1.4459, -2.8776, -1.2173], [-3.6156, -1.8550, -1.5363], [-4.4284, -2.8417, -2.0577], [-5.7552, -2.4963, -2.2936], [-6.2316, -1.2187, -2.0080], [-5.4033, -0.2335, -1.4743], [-4.0911, -0.5816, -1.2494], [-4.0501, -3.8306, -2.2750], [-6.4315, -3.2318, -2.7063], [-7.2696, -0.9882, -2.2054], [-5.7685, 0.7591, -1.2492], [-0.1756, 1.8926, 3.5900], [0.0932, 0.4543, 3.0151], [-0.9059, -0.7574, 3.1147], [-0.1396, 0.7777, 1.0273], [1.6539, -0.0543, 2.8776], [0.1114, -2.3316, 0.4016], [1.6780, -3.0197, 0.0248], [2.7791, -2.3630, 0.4262], [3.9982, -2.8860, 0.2511], [4.1186, -4.1056, -0.3645], [2.9371, -4.7208, -0.7715], [1.7318, -4.1896, -0.5680], [2.7625, -1.4068, 0.8634], [4.8200, -2.2832, 0.6182], [5.0852, -4.5583, -0.5227], [2.9522, -5.6809, -1.2721], [-0.2377, 1.3997, -1.7308], [-0.2575, 0.3479, -3.4536], [0.8209, 1.0256, -4.3760], [0.2876, -0.8837, -2.4782], [-1.8045, 0.2617, -3.7689]], "forces_ev_per_a": [[0.134, 0.155, 0.690], [0.049, 0.354, -0.080], [0.722, -0.202, -0.234], [-0.378, 0.071, 0.160], [-0.063, -0.002, 0.021], [-0.048, 0.035, 0.027], [-0.113, 0.091, -0.108], [-0.028, -0.018, 0.033], [0.001, 0.051, 0.050], [0.002, -0.005, -0.129], [-0.065, 0.284, 0.092], [0.200, -0.678, -0.091], [-0.257, 0.284, -0.012], [-0.094, -0.004, -0.021], [0.009, 0.022, 0.003], [0.002, 0.018, 0.007], [-0.012, -0.004, -0.002], [-0.043, 0.014, -0.003], [0.019, -0.044, 0.002], [-0.001, -0.006, -0.003], [-0.006, -0.005, -0.003], [-0.002, 0.000, -0.001], [-0.004, -0.006, 0.001], [0.044, -0.119, -0.079], [-0.153, 0.499, 0.033], [-0.129, -0.341, 0.024], [0.080, -0.099, -0.348], [-0.094, -0.139, 0.008], [-0.140, 0.074, 0.165], [0.024, -0.044, -0.208], [0.223, 0.641, 0.453], [0.217, 0.015, 0.033], [-0.133, -0.091, -0.062], [0.145, -0.024, 0.020], [-0.010, 0.145, 0.068], [-0.012, -0.753, -0.278], [-0.033, -0.044, -0.028], [-0.010, -0.006, -0.009], [-0.003, -0.006, -0.008], [-0.037, -0.076, -0.110], [0.041, -0.063, 0.008], [-0.017, 0.035, 0.005], [-0.034, -0.059, -0.070], [0.004, 0.048, -0.013]]}


> Number 1 is which compound?

C12H7N2O5Pd


Please write out number 2 again, unchanged.
{"formula": "C12H7O3", "method": "wB97M-V/def2-TZVPD", "largest_force_ev_per_a": 3.39, "homo_ev": [-3.239, -3.241], "total_charge": -1, "homo_lumo_gap_ev": [6.30, 6.30], "molar_mass_da": 199.185, "e_lumo_ev": [3.060, 3.061], "smiles": "[O-]C1=C(OC2=C=CCc3ccccc32)O1", "energy_ev": -18694.7106, "elements": ["O", "C", "C", "O", "C", "C", "C", "C", "C", "C", "C", "C", "C", "C", "O", "H", "H", "H", "H", "H", "H", "H"], "positions_angstrom": [[2.3987, 2.2009, -1.6142], [2.9086, 1.4710, -0.8143], [3.0665, 0.9312, 0.4760], [2.4902, -0.2706, 0.9167], [1.2404, -0.6699, 0.9613], [0.6972, -1.6751, 1.7730], [-0.3676, -2.4080, 1.5308], [-1.0381, -2.1822, 0.2044], [-0.9844, -0.6923, -0.0533], [-2.0245, -0.1136, -0.7380], [-2.0929, 1.2258, -0.9505], [-0.9954, 1.9501, -0.4959], [0.0884, 1.4376, 0.1837], [0.1135, 0.0560, 0.3674], [4.0894, 0.8322, -0.6777], [-0.9393, -3.0008, 2.2220], [-2.1537, -2.3104, 0.4004], [-0.6669, -2.7358, -0.6373], [-2.8179, -0.7689, -1.0627], [-2.9912, 1.6726, -1.3363], [-1.0000, 3.0710, -0.6954], [0.9791, 1.9794, 0.0399]], "forces_ev_per_a": [[-0.072, 0.076, -0.750], [0.833, -0.421, 0.467], [-0.604, 1.252, 1.549], [0.264, -1.629, -0.523], [-1.541, -0.563, 1.206], [2.289, 0.419, 0.305], [-0.014, -0.314, -1.034], [-1.894, 0.675, 1.302], [0.773, -0.538, -0.399], [-0.572, -1.102, -0.028], [0.733, 0.717, 0.860], [-1.026, 3.199, -0.444], [-0.758, -1.249, -2.036], [-0.034, 1.348, 0.012], [-0.245, -0.314, -0.891], [0.049, -0.006, 0.683], [1.232, -0.689, -0.668], [-0.033, -0.468, -0.505], [-0.265, -0.081, -0.096], [0.037, 0.295, -0.404], [0.101, -1.487, 0.205], [0.746, 0.880, 1.187]]}